Entry from the Open Molecules 2025 dataset: 2 unconnected molecules or ions with the total composition C13H19N in a non-equilibrium geometry (the ωB97M-V functional and the def2-TZVPD basis).

Cartesian coordinates (Å):
C 1.47226 -3.18761 -0.62229
C 0.01360 -2.92304 -0.97643
C 2.22099 -3.96609 -1.73056
H 1.94663 -2.22099 -0.44590
H 1.54919 -3.76985 0.29923
H -0.06732 -2.68105 -2.03651
H -0.36526 -2.15776 -0.32169
H 1.51834 -4.68720 -2.13428
H 2.66740 -3.29725 -2.46145
H -0.67961 -3.75145 -0.81263
H 3.00434 -4.57788 -1.29162
C -0.54585 -0.72129 2.08468
C -0.04612 -0.55447 3.53542
C -0.00490 0.38723 1.21847
C 1.30660 0.66166 0.99879
C -0.74522 1.18799 0.26121
C 0.18978 1.93244 -0.45469
C -2.10570 1.24366 -0.08321
C -0.17833 2.66744 -1.59347
C -2.48175 2.03117 -1.14035
C -1.50937 2.70593 -1.91283
N 1.45220 1.65130 0.01452
H -0.09833 -1.62773 1.68603
H -1.62538 -0.85227 2.03973
H 1.03852 -0.62733 3.50930
H 2.15388 0.43558 1.62803
H 2.24346 1.65018 -0.61429
H -2.75095 0.54014 0.42023
H 0.54278 3.33243 -2.04141
H -3.50587 2.07695 -1.47403
H -1.84970 3.28075 -2.75617
H -0.46206 -1.26368 4.25617
H -0.29598 0.44833 3.89287

Forces on atoms 1 to 6 (eV/Å):
0.170 -0.446 -0.306
-0.043 -0.424 0.031
-0.265 0.015 1.092
0.151 -0.044 0.082
-0.096 0.172 0.097
-0.136 0.460 0.097

Calculated values
E_HOMO (eV): -7.975
E_LUMO (eV): 0.9
Structure (SMILES): CCc1c[nH]c2ccccc12.CCC
Gap between HOMO and LUMO (eV): 8.8
Energy above the lowest of the compared OMol25 structures with the same formula, charge and spin (eV): 0.645
Charge: 0

=====

Entry from the Open Molecules 2025 dataset: a molecular structure, C13H19N3O3PdSe2 in a non-equilibrium geometry (the ωB97M-V functional and the def2-TZVPD basis).

Cartesian coordinates (Å):
Pd -0.21754 0.62558 0.27526
O -2.55794 0.13058 1.42156
C -2.89504 -0.96192 2.22446
C -1.70034 -1.92012 2.38026
C -2.21344 -3.08652 3.27096
O -1.18994 -4.03152 3.48866
C -0.53084 -1.29842 3.15376
Se 0.31746 0.43328 2.62996
C -1.27574 -2.56852 1.05726
Se -0.86784 -1.51622 -0.58554
H -3.28874 0.75628 1.35236
H -3.73494 -1.52322 1.77726
H -3.20034 -0.62302 3.22946
H -3.07554 -3.56782 2.77976
H -2.56394 -2.67982 4.23406
H -1.53644 -4.73642 4.04456
H 0.28336 -2.02562 3.16346
H -0.84784 -1.12732 4.18656
H -2.06604 -3.25062 0.73166
H -0.37854 -3.15912 1.24906
O -0.84314 2.50978 -0.60794
N -0.27244 2.43668 -1.83304
C 0.78116 3.31838 -2.13794
C 1.22106 3.44548 -3.42774
C 0.63966 2.71258 -4.46394
C -0.50504 1.91858 -4.14494
C -0.94964 1.83658 -2.87004
H 1.13416 3.89988 -1.29984
H 2.04326 4.12318 -3.62874
H 1.00786 2.77938 -5.47264
H -1.02844 1.39348 -4.93004
H -1.82514 1.27368 -2.57624
N 2.80776 1.26658 -1.47544
C 4.11366 0.99198 -1.63334
C 4.42066 -0.01072 -0.74104
C 3.21266 -0.27742 -0.08104
N 2.25436 0.50708 -0.53834
H 2.23666 1.97098 -1.95654
H 4.71876 1.50788 -2.35234
H 5.36976 -0.48242 -0.58484
H 3.00266 -0.99122 0.69116

Forces on atoms 1 to 6 (eV/Å):
0.397 0.450 -0.145
-0.579 0.388 -0.050
-0.120 -0.434 0.299
-0.084 0.066 0.011
-0.588 0.561 -0.133
0.320 -0.427 0.135

Calculated values
E_HOMO (alpha / beta) (eV): -2.160 / -2.451
E_LUMO (alpha / beta) (eV): 2.2 / 2.2
Gap between HOMO and LUMO (alpha / beta) (eV): 4.3 / 4.7
Spin multiplicity: 2
Charge: -1